Here is a 12-piece molecular cluster, C39H106F3N8O13 overall from the OMol25 dataset. Energies are from ωB97M-V with the def2-TZVPD basis set.

The geometry in XYZ format:
```
169
Properties=species:S:1:pos:R:3:forces:R:3
H 7.69859 -1.82506 6.20347 0.02 0.09 -0.06
H 3.68093 7.52358 1.20477 0.48 0.15 0.03
H -1.40852 -1.46842 0.14445 0.18 0.01 1.14
H 6.80971 5.25212 -10.90101 0.05 0.35 0.14
C -1.64163 -9.05245 7.60880 0.25 -0.42 0.23
O 10.63003 0.26796 -1.24552 -1.58 -2.62 1.05
C 7.89366 -1.00443 -1.70444 1.05 0.23 -0.95
N -3.57403 6.34683 -11.08231 -1.70 0.39 0.19
H -7.27175 -1.18585 6.68291 -0.14 0.33 0.30
H 1.16524 9.75331 1.59072 -0.14 0.09 0.38
H -6.51474 4.53785 0.20272 0.58 0.11 0.32
H -8.66159 4.34944 2.33980 0.06 0.06 0.25
C 6.36705 -0.14613 6.42430 0.25 -0.09 -0.18
C 6.97427 -1.46359 6.93340 -1.53 -0.65 0.97
C -1.98918 5.47398 -12.63929 2.13 -0.50 0.07
N 2.10742 9.48644 1.34336 -0.38 0.86 1.40
C 1.48755 9.11023 -0.95499 -0.11 -1.07 0.08
H -1.27003 -8.38971 8.39033 -0.20 0.11 0.22
C -2.18218 6.04851 -11.23330 -0.72 -0.75 -0.17
H -4.76573 -8.72897 2.31439 0.00 0.32 0.13
H 6.66528 2.40490 -8.26967 0.25 0.43 0.04
H -3.45888 3.23855 2.87985 0.04 -0.08 -0.22
C -5.10731 -11.32944 8.36074 1.79 -0.39 1.20
C 3.38064 7.88900 0.22273 -0.10 -1.64 -1.31
H 4.91034 4.64804 -7.66892 -0.64 0.23 -0.06
O -3.63150 -6.68655 -5.23223 0.08 1.98 -0.54
N 7.04506 4.48890 -10.28277 0.81 0.31 -0.13
C 2.00149 8.45681 0.35781 -0.42 0.78 -1.51
O 5.47887 6.44468 -8.62124 -0.22 -1.11 -0.89
H 2.19557 9.87225 -1.28079 -0.01 0.13 0.03
H 7.31232 -1.81392 -2.14589 -0.09 -0.50 0.73
C -1.36367 -2.14983 -0.70512 -4.23 -1.05 -1.21
C -2.39660 -1.97200 7.02484 -1.44 0.32 -1.31
H 2.47772 10.32948 0.92830 0.36 0.12 -0.11
H -1.38370 1.32969 -2.25296 -0.24 -0.25 -0.14
H -7.41638 5.65297 2.25058 -0.06 -0.10 0.49
C 11.14748 1.38633 -0.66743 0.44 1.73 -0.53
O -2.56890 -2.76555 -0.99498 3.04 0.19 1.40
C 6.02674 2.62214 -9.12593 -0.89 -0.39 1.06
H 5.51904 0.19672 7.01713 -0.23 -0.23 0.44
N -7.71823 2.89606 0.29473 0.45 -0.17 0.83
H -4.69666 3.30985 4.16345 0.48 -0.66 0.52
H 7.14786 0.60326 6.55411 0.23 0.39 -0.04
H -1.62314 6.96915 -11.06597 0.74 -0.07 -0.51
H -2.51914 -0.91682 7.26915 -0.01 0.10 0.37
H -0.92655 5.48339 -15.18194 0.34 0.17 0.57
H -6.20125 -4.25206 5.37361 0.05 0.04 -0.09
H 7.98157 -1.64027 0.77605 -0.55 -0.43 0.32
H 5.31786 -2.80195 6.30551 0.21 -0.05 -0.15
C -7.00517 3.97681 0.99822 -0.35 0.87 0.42
H 7.76590 -3.02022 -0.14792 -0.06 0.35 -0.14
H -3.59298 4.63139 3.97326 -0.11 0.36 -0.39
C -9.77230 -3.73770 1.00083 0.42 0.32 0.06
H -10.36568 -3.60308 1.90520 0.07 0.46 0.00
N 7.68701 -1.24673 8.20353 0.48 0.03 -0.53
H -7.18561 -2.19684 5.47288 -0.39 -0.08 -0.48
H -7.89872 -3.07164 0.60127 -0.12 -0.29 -0.12
N -7.28044 -2.17485 6.47818 -0.55 1.28 -0.81
H 8.22939 -0.57010 -2.64612 0.16 0.98 0.24
H 5.22636 -2.40198 7.98771 0.14 0.39 0.18
H -0.93005 5.23114 -12.72516 0.42 -0.75 0.43
H -9.45493 -4.77817 1.07003 0.64 0.07 -0.18
H -2.64205 5.13208 -15.17779 -0.06 -0.35 0.01
H 5.06725 2.18401 -8.85110 -0.31 0.31 0.26
H 1.35593 8.40172 -1.77278 0.16 -0.12 0.01
O 5.98428 -0.20490 5.07405 -0.29 0.50 -0.45
H -2.35948 -8.52438 6.98117 -0.31 -0.03 0.15
H -3.89768 7.01772 -11.76440 0.12 -0.05 -0.43
H 7.22839 -0.37011 -1.11866 0.07 0.21 -0.18
H -7.81320 2.17047 0.99086 -0.17 -0.67 -0.08
H -0.77177 -9.26457 6.98716 -0.13 -0.40 -0.02
H -0.72823 4.87658 -10.06705 0.26 0.26 -0.38
H -1.51684 -2.36918 7.53117 -0.68 -0.51 0.41
H -10.43940 -3.67025 0.14146 0.06 0.20 -0.11
H 5.07305 5.94801 -0.11917 0.69 0.25 0.03
H 7.10667 -0.90689 8.95708 -0.45 -0.08 -0.09
N 8.42473 -2.33336 0.19011 1.69 0.04 0.72
F 0.35813 -3.66733 -1.55537 0.20 0.05 -0.74
H -5.09861 -12.14482 10.97526 -0.26 -0.10 -0.13
H -3.72151 -9.23020 9.06406 -0.05 0.27 -0.25
H -4.57272 -11.27110 7.41263 -0.21 -0.36 -0.12
H 10.38977 1.90739 -0.08222 0.11 0.05 0.54
H 0.83697 -0.76257 -1.98470 0.17 -0.11 -0.01
H 6.55342 5.01936 -7.57727 0.62 -0.11 -0.36
H -5.53632 -7.73033 0.59577 0.02 -0.04 0.03
H 4.58402 8.19768 -7.92350 0.59 0.06 -0.71
H -3.60250 -6.42455 -4.30913 0.00 0.51 -0.11
C 9.08352 -1.53083 -0.85029 -2.30 -2.00 -1.86
C 5.71670 5.06166 -8.27456 -0.49 -0.18 0.19
C -0.10817 -3.06018 -0.45291 -0.91 0.76 -1.39
O -5.99784 -8.57021 0.65233 -0.10 -0.37 0.05
O 3.34335 6.79593 -0.71953 0.09 0.39 -0.23
H -2.51538 -9.73204 10.17775 0.49 -0.33 0.14
H -6.39756 -9.27930 2.57348 -0.15 -0.32 -0.18
H -2.94717 -8.34264 -4.39256 0.46 -0.65 -0.22
H 1.27939 7.73074 0.73129 0.20 -0.31 -0.16
C -0.52429 0.79461 -2.65696 0.66 1.08 -0.25
C 5.87662 4.11311 -9.49044 0.85 -0.04 -0.73
H -5.62547 -12.27667 8.51030 -0.07 -0.05 -0.47
H -8.62178 5.56215 1.06315 -0.01 -0.43 -0.59
H -4.95202 -1.03124 6.92624 0.32 0.31 0.20
H -2.21642 4.05975 -10.11809 -0.55 0.14 -0.73
H -2.17779 -1.98547 5.95711 0.22 -0.06 -0.18
H 0.24946 1.55689 -2.74831 0.37 0.16 0.18
H 5.01212 0.79013 3.59825 -0.08 0.09 0.11
C -3.59130 -8.04946 -5.22156 -0.24 -1.69 1.27
H 5.57749 7.32954 -6.78356 -0.12 -0.12 0.39
H -6.45039 2.83535 2.83162 -0.67 0.24 0.39
H -2.03437 5.44526 -9.14498 -0.24 0.42 -0.05
H 4.04517 8.63037 -0.22098 0.28 0.38 0.51
O -8.72591 -2.72846 0.94708 -1.03 -0.73 0.35
H 7.29246 3.73315 -10.90545 0.06 -0.19 0.04
C -0.11144 -0.30592 -1.70173 -1.12 0.22 -1.11
H -5.47418 -4.88041 6.86307 0.22 0.01 -0.17
H 5.72904 1.88594 4.79829 0.11 0.04 0.18
H 10.60710 -0.89582 0.56438 0.38 -0.38 -0.36
H -5.14672 -10.22197 1.63784 -0.61 -0.27 -0.30
H 0.50522 9.54815 -0.77791 0.05 0.22 0.06
H -0.70673 0.51045 -3.69333 -0.27 -0.53 0.21
C -6.10834 -2.81309 6.99787 -0.05 -0.77 -0.19
H -5.85040 -10.53210 8.37304 0.27 0.19 0.50
H 5.05441 4.20405 -10.20024 -0.83 0.06 0.65
H -2.54907 4.58717 -12.93626 -0.45 -0.29 0.87
F 0.88366 -2.36010 0.07671 1.94 2.01 -0.01
C -4.80843 -2.05319 6.57538 -0.22 -0.99 1.63
C 4.61825 6.25976 -1.05942 -0.86 -0.78 0.93
H -8.66501 3.22612 0.17317 -0.20 -0.02 -0.31
H -4.56941 -8.43346 -4.93184 -0.33 -0.46 -0.34
H -3.26651 -8.51163 -6.15376 0.04 0.35 -0.05
H -4.78700 -1.99807 5.48698 0.44 -0.35 -0.25
C -5.97418 3.41524 2.04102 -0.29 0.15 -0.81
C -4.15607 3.88558 3.41219 0.23 -0.98 1.53
C -3.98432 -11.28046 9.51723 -1.24 0.24 -1.22
C 9.94424 -0.53019 -0.21985 0.05 1.82 -0.48
H 3.90904 6.83038 -7.26838 0.09 -0.79 0.25
C -1.90735 5.91105 -14.97398 -1.19 -0.07 0.73
C 5.20140 0.94211 4.66087 0.48 -1.38 0.05
C 5.93319 -2.61126 7.18476 0.49 0.60 -0.45
H 0.00260 0.17892 -0.73217 -0.01 -0.32 0.51
H 8.36827 -0.51862 8.04282 0.32 0.07 0.15
C 4.87776 7.19635 -7.60863 -0.17 0.46 0.49
H 9.68582 -2.11088 -1.54949 0.11 -0.59 0.28
C -8.00031 4.92285 1.69018 0.68 0.38 0.33
H -6.32462 -2.87151 8.06460 0.99 0.23 0.32
C -3.03735 -10.05188 9.27588 -0.93 -0.65 -0.48
O -2.15633 6.40998 -13.63490 -0.30 1.81 -2.29
H 9.21365 0.07958 0.31168 0.14 0.91 0.24
H -5.43383 2.62226 1.52401 0.80 0.26 -0.27
H 6.47400 -3.51226 7.47427 -0.03 -0.02 -0.15
O -3.66187 -2.67788 7.20623 0.46 0.58 -0.15
O -1.20061 -1.21124 -1.78460 1.84 -0.03 -0.09
O -2.15578 -10.27842 8.15325 -0.42 0.54 0.68
C -1.79910 5.06647 -10.13960 0.93 -0.57 0.87
H 4.44796 5.31662 -1.57863 -0.19 0.17 -0.28
H 6.33279 1.90586 -9.88841 0.36 0.71 -0.62
H 11.36611 2.06603 -1.49103 0.35 0.14 0.00
H -7.19351 -4.67120 6.77738 -0.11 0.27 -0.05
H -3.89468 -11.23507 11.47327 -0.05 0.15 0.65
N -4.66545 -11.24561 10.82065 0.35 1.15 0.24
H 5.26836 6.88375 -1.67269 -0.09 0.39 0.16
H -2.11937 6.67402 -15.72300 0.16 0.37 0.46
C -5.59574 -9.24866 1.83574 0.86 0.70 0.26
C -6.24924 -4.22716 6.46227 0.89 -0.73 0.42
H 12.06990 1.19351 -0.11966 0.02 0.06 0.39
O -5.14625 4.42359 2.64402 -1.44 0.67 -2.40
F -0.22340 -3.99565 0.43870 -1.68 -2.26 1.54
H 4.26220 0.92128 5.21366 -0.12 0.28 0.00
H -3.46826 -12.23632 9.60724 0.71 0.09 -1.33
H -3.76988 6.80356 -10.20303 0.09 -0.17 0.34
```
Positions in Å, forces in eV/Å.

## Properties
**LUMO energy**: 1.6884 eV
**Charge**: -1
**Largest force on an atom**: 4.5 eV/A
**HOMO**: -3.489 eV

Atomic partial charges in e from the Mulliken method, atoms 1 to 2: 0.273 0.389